Computed, not measured: C5H7NO3S in the gas phase, with the ωB97M-V functional and the def2-TZVPD basis.

XYZ file:
```
17
Properties=species:S:1:pos:R:3:forces:R:3:mulliken_charge:R:1
C -1.9550 -0.3635 -0.0340 -2.154 -0.892 1.019 0.49
C -2.7349 -1.5797 0.2146 1.583 -1.075 0.169 -0.15
C -1.7114 2.2250 -0.2044 -2.401 -0.508 0.172 -0.66
C 0.2744 -0.0484 0.7569 -0.546 -2.547 -2.201 0.65
C 1.7985 -1.5511 -0.3391 2.430 -0.762 -0.426 -0.60
N -0.6143 -0.5022 -0.0463 1.588 0.837 0.086 -0.51
O -2.2457 -2.7073 0.2730 -0.203 0.861 -0.187 -0.54
O -0.0108 0.7189 1.8065 0.049 -0.300 -1.007 -0.39
O 1.5825 -0.4810 0.5630 -1.075 1.601 2.301 -0.38
S -2.8996 1.0476 -0.0652 2.482 -0.105 -0.090 0.02
H -3.7658 -1.4823 0.5047 -1.024 0.552 -0.210 0.33
H -0.6868 1.9112 -0.2569 0.091 0.628 -0.070 0.31
H -2.2274 3.1722 -0.1959 0.965 0.490 -0.201 0.28
H 1.5680 -2.5597 0.0414 -0.452 0.655 0.215 0.27
H 2.9433 -1.6155 -0.5995 -2.210 0.666 0.582 0.20
H 1.2168 -1.3000 -1.1841 -0.377 -0.379 -1.247 0.33
H 0.7615 0.7526 2.3416 1.255 0.278 1.097 0.34
```
Positions in Å, forces in eV/Å.

As for the spin multiplicity: 1. The total energy is -23762.68015 eV. For the relative energy (zero: lowest compared OMol25 entry of this formula, charge and spin), the calculation gives 64.36 kcal per mole. Its total charge is 0. For the LUMO energy (spin up / spin down), the calculation gives -0.05 / -0.39 eV.



Computed, not measured: a molecular structure, C5H7NOS, with the ωB97M-V functional and the def2-TZVPD basis.

XYZ file:
```
15
Properties=species:S:1:pos:R:3:forces:R:3:mulliken_charge:R:1
C -1.2584 -1.1582 -0.1512 0.873 -2.959 0.645 -0.52
C -1.5291 0.0947 -0.2690 -1.763 3.496 0.539 -0.13
C 0.0473 -1.8103 -0.2624 0.937 2.226 0.628 -0.27
C -0.4831 1.1215 -0.4331 3.736 -2.527 0.586 -0.66
C 1.0320 0.2892 0.3878 -4.309 2.628 1.376 -0.38
N 1.1322 -1.0934 -0.0236 -0.664 -1.880 -2.533 0.48
O 2.2900 -1.5044 -0.3665 -0.184 -0.460 0.754 -0.65
S 2.4789 1.1630 0.0306 0.609 1.257 0.674 -0.17
H -2.0041 -1.8080 0.1951 -1.273 -0.895 0.029 0.40
H -2.5483 0.5024 0.0026 1.027 -0.820 -0.628 0.26
H 0.2558 -2.8072 -0.5734 -0.186 -0.507 -0.189 0.47
H -0.0718 1.2870 -1.4342 -0.396 -0.029 -0.018 0.28
H -0.7098 2.0600 0.0285 0.244 0.372 0.540 0.38
H 0.7365 0.2728 1.4840 0.545 0.259 -1.202 0.35
H 2.4914 0.4632 -1.0679 0.804 -0.161 -1.200 0.14
```
Positions in Å, forces in eV/Å.

As for the spin multiplicity: 1. The total energy is -19666.72554 eV. For the relative energy (zero: lowest compared OMol25 entry of this formula, charge and spin), the calculation gives 112.47 kcal per mole. Its total charge is 0. For the LUMO energy (spin up / spin down), the calculation gives -0.21 / -0.21 eV.



Computed, not measured: C5H7NOS in the gas phase, with the ωB97M-V functional and the def2-TZVPD basis.

XYZ file:
```
15
Properties=species:S:1:pos:R:3:forces:R:3:mulliken_charge:R:1
C -0.3272 1.3008 1.2147 -0.256 0.136 -0.410 -1.24
C 0.4116 0.4171 0.2370 -2.341 -0.859 0.323 0.66
C 1.8276 0.5100 0.1303 -0.482 -1.218 -1.160 -0.51
S 2.8452 1.3593 1.0108 0.909 0.769 0.718 -0.33
C -0.2894 -0.5711 -0.4790 2.032 1.810 0.866 0.81
N 0.3548 -1.4949 -1.2223 -0.874 -2.281 -1.417 -0.50
C -1.7450 -0.6343 -0.6177 -2.080 0.893 1.073 -0.34
O -2.5341 0.1046 -0.0477 0.926 -0.684 -0.622 -0.46
H 0.3893 1.8169 1.8503 -0.101 0.059 -0.066 0.41
H -1.0522 0.7614 1.8207 0.225 -0.239 0.120 0.30
H -0.9629 2.0113 0.6785 0.272 0.224 0.040 0.28
H 2.2125 -0.1055 -0.6885 0.282 0.247 0.070 0.25
H -0.2373 -2.2743 -1.5747 0.843 1.005 0.311 0.21
H 1.2983 -1.7798 -1.0444 0.066 0.118 0.204 0.20
H -2.1912 -1.4214 -1.2679 0.579 0.017 -0.050 0.26
```
Positions in Å, forces in eV/Å.

The SMILES is C/C(C=S)=C(/N)C=O. As for the spin multiplicity: 1. The total energy is -19669.79446 eV. For the relative energy (zero: lowest compared OMol25 entry of this formula, charge and spin), the calculation gives 41.70 kcal per mole. Its total charge is 0. For the LUMO energy, the calculation gives -1.31 eV.



Computed, not measured: C5H7NOS in the gas phase, with the ωB97M-V functional and the def2-TZVPD basis.

XYZ file:
```
15
Properties=species:S:1:pos:R:3:forces:R:3:mulliken_charge:R:1
O 2.2621 -0.3129 0.2915 1.746 -0.336 -0.107 -0.54
C 1.2225 -1.0098 -0.2517 -2.032 0.042 0.337 -0.16
C 0.5343 -0.5904 -1.6043 0.384 -0.716 0.557 -0.81
C -0.8581 -0.6706 -0.9073 -1.166 -1.465 -0.581 0.00
C -1.5513 0.6868 -0.8402 1.155 -0.028 1.071 -0.32
N -1.2861 1.4348 0.1848 -1.136 -0.283 -2.303 -0.40
S -0.3109 0.7252 1.3199 -0.197 -0.716 0.661 -0.10
C -0.1964 -0.8501 0.4335 1.322 -1.458 0.951 -0.13
H 2.0731 0.5647 0.6227 -0.732 0.297 -0.153 0.34
H 1.4778 -2.0665 -0.1722 0.213 0.041 -0.528 0.37
H 0.5758 0.4646 -1.7270 1.182 0.928 -0.686 0.31
H 0.8445 -1.1830 -2.4889 -0.629 0.550 0.378 0.31
H -1.4708 -1.5884 -1.2030 0.413 1.547 0.289 0.36
H -2.0329 1.0535 -1.7256 -0.601 0.473 -0.018 0.41
H -0.4943 -1.7838 0.9697 0.079 1.124 0.132 0.36
```
Positions in Å, forces in eV/Å.

The SMILES is O[C@@H]1C[C@@H]2C=NS[C@H]12. As for the spin multiplicity: 1. The total energy is -19669.37867 eV. For the relative energy (zero: lowest compared OMol25 entry of this formula, charge and spin), the calculation gives 51.29 kcal per mole. Its total charge is 0. For the LUMO energy, the calculation gives 0.81 eV.